[1]
Here is 2 unconnected molecules or ions with the total composition C25H20O4 at a distorted geometry from OMol25. Energies are from ωB97M-V with the def2-TZVPD basis set.

For the total energy, the calculation gives -34437.4738 eV. For the LUMO energy, the calculation gives -3.1677 eV.

CARTESIAN COORDINATES (ANGSTROEM)
C -0.12242 0.18351 1.68825
C -1.56387 0.09751 1.86577
C -2.44979 1.09503 1.43206
C -3.78579 1.04428 1.75697
C -4.27505 0.00697 2.52910
C -3.42908 -0.99393 2.96344
C -2.09876 -0.95562 2.62551
C 0.77522 -0.94453 1.75281
C 2.06075 -0.49463 2.12346
C 3.09411 -1.38916 2.35300
C 2.85520 -2.73195 2.14958
C 1.61071 -3.18189 1.70618
C 0.56469 -2.30632 1.51028
C 2.01644 0.94605 2.18658
C 0.70163 1.35925 1.86509
C 0.40761 2.72718 1.84187
C 1.40606 3.62963 2.13763
C 2.68901 3.20325 2.47829
C 3.00463 1.86265 2.50694
H -2.08223 1.89686 0.82058
H -4.45224 1.81900 1.41493
H -5.31587 -0.01708 2.80356
H -3.80261 -1.79346 3.58235
H -1.43454 -1.71068 3.00208
H 4.04885 -1.02145 2.68517
H 3.64783 -3.43763 2.33027
H 1.46996 -4.22949 1.49505
H -0.38352 -2.63677 1.12152
H -0.57874 3.06463 1.58216
H 1.19187 4.68521 2.09829
H 3.44495 3.92605 2.73277
H 3.98417 1.51237 2.77986
C 0.56633 -1.72520 -5.38913
C -0.02747 -0.64081 -4.47629
C -0.77910 0.40598 -5.29797
O -0.98273 -1.28653 -3.59648
C -1.28156 -0.63530 -2.42413
O -2.26188 -0.93318 -1.74585
C -0.42485 0.39849 -1.98196
C 0.77947 0.70265 -2.65532
O 1.53452 1.54937 -2.18144
O 1.07598 0.02970 -3.81615
H 1.09064 -2.46099 -4.78145
H -0.21827 -2.23661 -5.94479
H 1.27568 -1.29332 -6.09349
H -1.19043 1.16061 -4.63397
H -0.11046 0.89942 -5.99771
H -1.60022 -0.04690 -5.84609
H -0.64484 0.89777 -1.05922


[2]
Here is a molecular structure, C25H21Br2IrN5O2S4 from OMol25. Energies are from ωB97M-V with the def2-TZVPD basis set.

Its multiplicity is 2. For the total energy, the calculation gives -224063.3586 eV. The calculation puts the energy relative to the best compared isomer or geometry (same formula, charge and spin) at 9.5 kcal/mol. For the LUMO energy (alpha / beta), the calculation gives -7.3819 / -8.1444 eV. As for the charge: +2.

CARTESIAN COORDINATES (ANGSTROEM)
Ir 0.04889 -0.51419 -0.13661
O 5.48688 -2.43642 5.21552
C 4.21137 -2.31670 5.62340
O 3.92254 -2.44373 6.77297
C 3.15147 -2.01494 4.58361
C 1.83230 -2.07493 5.02728
C 0.78309 -1.81033 4.17069
C 1.04091 -1.45427 2.84869
C 2.34064 -1.43112 2.39202
C 3.39495 -1.70615 3.25779
N -0.04061 -1.13240 1.90262
C -1.24503 -1.14743 2.32292
C -2.35296 -1.07490 1.34740
C -3.66930 -1.19646 1.71808
C -4.64543 -1.19611 0.72074
C -4.24717 -1.09494 -0.59659
C -2.89508 -0.97838 -0.89523
N -1.96557 -0.95435 0.06101
H 5.58016 -2.36286 4.26024
H 1.64803 -2.34275 6.05887
H -0.21629 -1.90775 4.56912
H 2.54846 -1.24158 1.35303
H 4.39942 -1.66019 2.85458
H -1.49630 -1.26960 3.36911
H -3.92883 -1.29813 2.76347
H -5.69261 -1.28342 0.97710
H -4.96555 -1.11217 -1.40427
H -2.54496 -0.92710 -1.91649
Br -0.75422 -3.62469 -0.97327
C 0.93406 -4.55505 -1.05171
Br 2.41924 -3.34129 -0.90069
H 0.99595 -5.04455 -2.01411
H 0.96923 -5.25416 -0.22748
S -0.48879 1.53800 0.58280
S 0.95821 2.04487 1.84320
S 2.67557 1.71833 0.81858
S 2.25626 0.27919 -0.45300
C 0.59149 -0.39746 -4.39831
C 0.63941 -0.68922 -3.05645
N -0.10785 -0.00968 -2.15830
C -0.87304 0.99620 -2.58993
C -0.93920 1.38643 -3.91765
C -0.21494 0.64527 -4.83832
C -1.78918 2.53283 -4.30740
C -1.84350 3.70698 -3.68146
C -0.95207 4.18417 -2.59066
C -1.33539 5.23698 -1.77802
C -0.44550 5.64446 -0.79721
N 0.75260 5.07819 -0.64141
C 1.02763 4.09933 -1.49992
N 0.24809 3.60218 -2.45238
H 1.18900 -0.97536 -5.08896
H 1.25306 -1.49461 -2.67212
H -1.44186 1.53004 -1.84118
H -0.25068 0.90251 -5.88977
H -2.41362 2.38286 -5.18130
H -2.56940 4.43219 -4.03143
H -2.29536 5.72100 -1.89841
H -0.69374 6.45260 -0.11890
H 2.01514 3.65474 -1.41590


[3]
Here is a molecular structure, C25H21BrN3O6S at a distorted geometry from OMol25. Energies are from ωB97M-V with the def2-TZVPD basis set.

For the total energy, the calculation gives -123895.0588 eV. For the LUMO energy, the calculation gives 2.2057 eV. As for the charge: -1.

CARTESIAN COORDINATES (ANGSTROEM)
C 0.71684 -5.67976 -3.55017
C 1.32492 -4.60515 -2.69532
C 2.23095 -4.96145 -1.69127
C 2.76916 -3.99823 -0.84197
C 2.35564 -2.66807 -0.97554
S 2.99362 -1.42693 0.11604
O 4.08530 -1.90630 0.91104
O 3.06213 -0.20005 -0.63109
N 1.63768 -1.06951 1.28134
C 1.18418 -1.92927 2.30269
C 1.53366 -3.24036 2.60801
C 0.76320 -3.90498 3.57437
C -0.30029 -3.25104 4.22183
C -0.60500 -1.91000 3.93739
Br -2.09995 -1.04979 4.70499
C 0.17302 -1.23850 3.00962
C 0.12688 0.10490 2.43128
N -0.22134 1.30409 3.12331
O -0.01146 1.33689 4.35241
O -0.70673 2.27230 2.49182
C 0.94795 0.07459 1.31958
C 1.53529 -2.27815 -2.03966
C 1.00306 -3.25308 -2.88055
H 0.02790 -5.25423 -4.28334
H 1.49340 -6.24093 -4.08373
H 0.16654 -6.40121 -2.93310
H 2.51736 -6.01051 -1.57647
H 3.49755 -4.26918 -0.08258
H 2.38101 -3.71725 2.11693
H 0.97628 -4.94474 3.82409
H -0.90980 -3.77941 4.94673
H 1.20117 1.00861 0.51679
H 1.32700 -1.22459 -2.21096
H 0.33287 -2.96243 -3.69393
C -3.24454 3.04297 -1.43460
C -2.49408 2.67829 -0.31260
C -1.14624 2.33266 -0.46553
C -0.51722 2.38582 -1.71169
C 0.98144 2.16755 -1.78509
C 1.74277 2.80522 -0.60860
C 3.19162 3.21647 -0.81203
O 3.95030 2.66812 0.28770
C 3.13601 1.82983 1.00248
O 3.54895 1.12860 1.91573
N 1.85129 1.93424 0.52001
C -1.29048 2.69708 -2.84564
C -2.63938 3.04119 -2.70126
H -4.29155 3.33100 -1.32147
H -2.92405 2.66482 0.68860
H -0.56166 2.06334 0.41011
H 1.21546 1.08964 -1.75722
H 1.38428 2.57379 -2.72257
H 1.19638 3.70548 -0.27840
H 3.59277 2.82067 -1.75404
H 3.29745 4.30610 -0.79606
H -0.81412 2.68260 -3.83048
H -3.22434 3.31735 -3.58160


[4]
Here is a molecular structure, C25H21Cl2N4Ru at a distorted geometry from OMol25. Energies are from ωB97M-V with the def2-TZVPD basis set.

Its multiplicity is 5. For the total energy, the calculation gives -59826.9977 eV. The calculation puts the energy relative to the best compared isomer or geometry (same formula, charge and spin) at 6.6 kcal/mol. For the LUMO energy (alpha / beta), the calculation gives -9.4157 / -11.9287 eV. As for the charge: +3.

CARTESIAN COORDINATES (ANGSTROEM)
Ru -0.28848 -0.55238 -0.10417
C 2.55342 -1.72754 -3.11783
C 1.40945 -1.24600 -2.48486
N 1.37724 -0.94122 -1.19489
C 2.51069 -1.02312 -0.45346
C 3.73288 -1.44915 -1.04118
C 3.72266 -1.82652 -2.39979
C 4.89670 -1.50070 -0.24476
C 4.83733 -1.15354 1.08616
C 3.64669 -0.75911 1.68514
C 2.44891 -0.67142 0.95224
N 1.20869 -0.29633 1.36034
C 0.69329 0.09284 2.55652
C 1.34397 0.22857 3.79850
C 0.65672 0.62173 4.94193
C -0.69531 0.88331 4.91767
C -1.41828 0.74721 3.71254
C -2.81288 0.93667 3.64046
C -3.46524 0.74739 2.44390
C -2.71813 0.40515 1.31780
N -1.40451 0.21793 1.36265
C -0.72858 0.36774 2.52876
H 2.51391 -2.01294 -4.15660
H 0.49833 -1.11645 -3.05385
H 4.63191 -2.17968 -2.86368
H 5.82079 -1.82882 -0.69371
H 5.73355 -1.20656 1.68450
H 3.68097 -0.53251 2.73541
H 2.39487 0.02942 3.90777
H 1.19440 0.70828 5.87378
H -1.22086 1.17286 5.81445
H -3.35671 1.22643 4.52870
H -4.53544 0.86658 2.36679
H -3.20728 0.27152 0.35619
Cl -0.69499 -2.86242 1.58726
C -1.45998 -3.83169 0.31972
Cl -1.43630 -2.83948 -1.13207
H -2.49418 -4.05116 0.59261
H -0.87984 -4.74301 0.16291
C -2.82431 3.44947 -4.44443
C -2.21545 2.55512 -3.44437
C -1.74092 2.99764 -2.19955
C -1.23986 2.08678 -1.29183
N -1.20870 0.76805 -1.52774
C -1.65594 0.32872 -2.71108
C -2.12518 1.17468 -3.69025
H -2.88324 4.48058 -4.10780
H -3.82484 3.09458 -4.71011
H -2.26001 3.40641 -5.38145
H -1.76733 4.04504 -1.93501
H -0.84600 2.42166 -0.33775
H -1.66248 -0.74212 -2.87292
H -2.43613 0.76153 -4.63952


What is the formula in the first record?
C25H20O4